(1)
{
  "formula": "C18H41N2P3PbSSe",
  "method": "ωB97M-V/def2-TZVPD",
  "symbols": ["Pb", "P", "P", "P", "H", "C", "C", "H", "C", "C", "C", "C", "C", "C", "C", "C", "C", "H", "H", "H", "H", "H", "H", "H", "H", "H", "H", "H", "H", "H", "H", "H", "H", "H", "H", "H", "H", "H", "H", "H", "H", "H", "H", "H", "H", "H", "C", "C", "C", "C", "C", "C", "Se", "H", "H", "H", "H", "H", "H", "N", "C", "N", "S", "H", "H", "H", "H"],
  "coordinates": [[1.206, 2.093, -0.760], [0.185, -2.872, 2.555], [1.730, -1.515, -1.408], [-0.997, 1.251, 2.009], [-0.535, 4.980, -5.987], [-0.468, 5.710, -5.162], [0.645, 5.858, -4.415], [1.519, 5.243, -4.618], [-1.089, -2.662, 1.297], [1.172, -4.273, 2.102], [-0.626, -2.886, 4.135], [2.304, -1.017, -3.090], [3.173, -2.591, -1.005], [0.618, -2.877, -2.019], [-1.565, 2.962, 1.670], [-0.655, 1.426, 3.785], [-2.680, 0.510, 2.134], [-1.376, 6.319, -5.028], [0.754, 6.682, -3.707], [-1.761, -3.545, 1.376], [-0.634, -2.646, 0.284], [-1.685, -1.737, 1.468], [0.692, -5.142, 2.549], [2.187, -4.186, 2.481], [1.191, -4.351, 1.016], [-0.908, -3.934, 4.332], [-1.530, -2.256, 4.102], [0.027, -2.518, 4.942], [2.632, -1.920, -3.636], [3.151, -0.319, -2.991], [1.469, -0.537, -3.627], [3.194, -3.445, -1.698], [3.087, -2.945, 0.033], [4.088, -1.994, -1.120], [1.109, -3.347, -2.888], [-0.349, -2.455, -2.334], [0.458, -3.642, -1.241], [-2.321, 3.227, 2.415], [-2.007, 3.039, 0.673], [-0.706, 3.637, 1.732], [-1.454, 2.040, 4.213], [0.312, 1.927, 3.894], [-0.622, 0.441, 4.263], [-3.279, 1.214, 2.725], [-2.672, -0.458, 2.651], [-3.136, 0.387, 1.144], [-1.869, 1.320, -2.674], [-0.935, 2.053, -3.386], [-1.410, 3.154, -4.074], [-2.767, 3.314, -4.357], [-3.687, 2.399, -3.811], [-3.245, 1.438, -2.877], [-1.142, 0.608, -0.948], [-1.043, 2.095, -0.731], [0.147, 1.911, -3.308], [-0.661, 3.903, -4.293], [-3.090, 4.174, -4.960], [-4.741, 2.464, -4.059], [-3.928, 0.808, -2.296], [3.874, -1.287, 3.875], [2.730, -1.957, 3.806], [2.605, -3.069, 4.542], [1.570, -1.285, 2.645], [4.603, -1.580, 4.519], [4.013, -0.417, 3.362], [1.740, -3.598, 4.644], [3.390, -3.322, 5.135]],
  "forces_ev_per_a": [[0.245, -0.929, -0.103], [-0.519, 0.342, -0.630], [0.936, -0.794, -1.067], [-0.606, 0.563, 0.362], [0.211, 0.412, 0.489], [0.526, 0.506, 0.041], [-0.901, 0.301, -0.912], [-0.006, 0.129, 0.010], [0.034, 0.608, -0.431], [-0.008, -0.372, 0.306], [-0.092, -0.465, 0.646], [-0.095, 0.419, 0.175], [-0.084, 0.322, 0.430], [-0.460, 0.351, 0.415], [0.345, -0.037, -0.260], [0.453, -0.007, -0.076], [0.067, -0.313, -0.251], [0.651, -0.105, 0.014], [-0.123, -0.375, -0.038], [0.368, 0.359, 0.062], [-0.284, -0.007, 0.631], [0.445, -0.707, -0.105], [0.052, -0.405, -0.186], [-0.052, -0.196, -0.134], [-0.049, -0.086, 0.001], [-0.169, 0.329, 0.164], [0.322, -0.267, -0.025], [-0.351, -0.141, -0.189], [-0.122, 0.510, 0.138], [-0.243, -0.190, -0.252], [0.394, -0.145, -0.035], [0.089, 0.261, 0.239], [0.256, -0.024, -0.307], [-0.106, -0.303, 0.150], [-0.252, 0.179, 0.390], [0.160, -0.344, 0.001], [-0.021, 0.213, -0.372], [0.167, 0.199, -0.151], [-0.115, 0.138, 0.236], [-0.188, 0.204, 0.113], [0.221, -0.171, 0.176], [-0.172, -0.042, 0.307], [0.011, 0.249, 0.068], [0.021, -0.244, -0.111], [-0.089, 0.266, -0.061], [-0.021, 0.016, 0.338], [-0.133, -0.728, 0.140], [-0.430, 0.699, 0.696], [0.343, -0.252, -0.184], [-0.296, -0.251, 0.412], [0.509, 0.079, -0.119], [0.549, -0.089, 0.187], [-0.852, 0.777, -1.792], [-0.920, -0.461, 0.683], [0.036, -0.165, 0.009], [-0.369, -0.198, -0.564], [0.021, -0.513, 0.305], [0.105, 0.035, 0.117], [0.065, 0.395, -0.368], [-0.818, 0.026, -0.207], [1.013, -0.468, 0.535], [-0.303, 0.872, -0.501], [0.041, 0.210, 0.068], [0.059, 0.204, -0.032], [0.100, -0.413, 0.209], [0.650, 0.276, 0.073], [-0.212, -0.244, 0.130]],
  "mulliken_charge": [1.08, 1.14, 0.65, 0.49, 0.39, -0.59, -0.53, 0.33, -0.08, -1.24, -1.37, -1.26, -1.11, -1.41, -1.25, -1.19, -1.28, 0.28, 0.25, 0.54, -0.32, -0.21, 0.44, 0.61, 0.21, 0.44, 0.28, 0.56, 0.41, 0.42, 0.37, 0.39, 0.13, 0.45, 0.51, 0.37, 0.37, 0.47, 0.43, 0.41, 0.46, 0.40, 0.29, 0.52, 0.25, 0.41, 0.98, -0.57, 0.11, -0.39, -0.61, -0.65, 0.06, -0.04, 0.44, -0.23, 0.42, 0.44, 0.42, -0.37, 0.76, -0.28, -0.21, 0.24, 0.21, 0.10, 0.25],
  "charge": 4,
  "orbital_gap_ha": 0.1591,
  "e_homo_ev": -17.73,
  "fmax_ev_per_a": 2.1,
  "e_tot_ha": -4834.8954
}

---

(2)
{
  "formula": "C18H41N2P3SSeSm",
  "method": "ωB97M-V/def2-TZVPD",
  "symbols": ["Sm", "P", "P", "P", "H", "C", "C", "H", "C", "C", "C", "C", "C", "C", "C", "C", "C", "H", "H", "H", "H", "H", "H", "H", "H", "H", "H", "H", "H", "H", "H", "H", "H", "H", "H", "H", "H", "H", "H", "H", "H", "H", "H", "H", "H", "H", "C", "C", "C", "C", "C", "C", "Se", "H", "H", "H", "H", "H", "H", "N", "C", "N", "S", "H", "H", "H", "H"],
  "coordinates": [[0.226, 0.469, 1.394], [-2.746, 0.231, 0.957], [-0.333, -2.413, 1.389], [-0.377, 2.703, -0.283], [6.408, -1.714, -3.221], [6.623, -0.713, -2.820], [6.331, -0.347, -1.571], [5.853, -1.002, -0.842], [-3.576, -0.388, -0.574], [-3.660, -0.813, 2.164], [-3.694, 1.801, 1.121], [1.318, -2.975, 0.791], [-0.555, -3.438, 2.890], [-1.428, -3.332, 0.235], [1.266, 2.929, -1.084], [-0.667, 4.369, 0.417], [-1.461, 2.768, -1.753], [7.202, -0.082, -3.514], [6.700, 0.630, -1.222], [-4.665, -0.421, -0.428], [-3.237, -1.394, -0.841], [-3.368, 0.280, -1.417], [-4.741, -0.646, 2.028], [-3.373, -0.534, 3.187], [-3.435, -1.878, 2.023], [-4.655, 1.617, 1.627], [-3.899, 2.227, 0.131], [-3.117, 2.537, 1.693], [1.481, -4.005, 1.139], [2.115, -2.330, 1.195], [1.355, -2.934, -0.306], [-0.858, -4.458, 2.616], [-1.335, -2.986, 3.516], [0.383, -3.474, 3.457], [-1.368, -4.407, 0.453], [-1.126, -3.155, -0.805], [-2.468, -3.013, 0.357], [1.253, 3.893, -1.612], [1.464, 2.113, -1.793], [2.058, 2.946, -0.320], [-0.525, 5.127, -0.368], [0.037, 4.551, 1.239], [-1.689, 4.429, 0.811], [-1.331, 3.737, -2.254], [-2.514, 2.657, -1.474], [-1.200, 1.966, -2.453], [1.204, -0.808, -2.953], [2.483, -1.097, -2.467], [3.536, -1.181, -3.378], [3.288, -0.930, -4.731], [2.007, -0.590, -5.209], [0.949, -0.557, -4.300], [-0.298, -0.560, -1.681], [0.930, -0.172, -0.891], [2.666, -1.214, -1.390], [4.553, -1.414, -3.033], [4.126, -0.977, -5.421], [1.833, -0.400, -6.266], [-0.066, -0.300, -4.581], [-0.620, 0.828, 5.780], [-1.264, 1.290, 4.704], [-2.586, 1.012, 4.592], [-0.375, 2.181, 3.521], [-1.120, 0.455, 6.598], [0.329, 1.119, 5.899], [-3.156, 1.538, 3.940], [-3.089, 0.646, 5.394]],
  "forces_ev_per_a": [[-1.119, -0.007, 0.180], [-1.372, -0.160, -0.324], [0.164, -1.354, -0.473], [0.134, 1.104, -1.059], [0.066, 0.414, 0.290], [0.551, -0.234, 0.019], [0.793, 0.512, -0.476], [0.028, 0.079, -0.236], [0.406, -0.103, -0.321], [0.290, -0.090, 0.405], [0.276, 0.350, 0.286], [0.008, 0.286, 0.006], [-0.068, 0.482, 0.508], [-0.251, 0.278, -0.271], [0.018, -0.241, 0.295], [0.005, -0.194, 0.439], [-0.242, -0.364, -0.142], [-0.420, -0.164, 0.543], [-0.405, -0.530, -0.028], [0.320, 0.092, 0.155], [-0.064, 0.197, 0.032], [0.007, -0.116, 0.135], [0.401, -0.133, 0.009], [-0.213, -0.315, -0.409], [-0.104, 0.246, 0.019], [0.313, 0.047, -0.251], [0.030, -0.106, 0.268], [-0.193, -0.004, -0.056], [0.086, 0.269, -0.157], [0.012, -0.321, -0.059], [0.016, -0.068, 0.305], [0.169, 0.334, 0.041], [0.162, -0.280, 0.000], [-0.260, 0.009, -0.032], [0.090, 0.324, -0.015], [-0.120, -0.066, 0.349], [0.156, -0.186, -0.031], [0.145, -0.282, 0.104], [0.001, 0.253, 0.093], [-0.035, 0.133, -0.289], [-0.040, -0.269, 0.250], [-0.170, 0.116, -0.154], [0.227, 0.082, -0.081], [0.022, -0.200, 0.215], [0.180, 0.089, -0.085], [-0.085, 0.302, 0.189], [0.255, 0.105, -0.508], [-0.231, 0.073, 0.061], [-0.321, -0.049, -0.137], [-0.216, 0.144, -0.159], [0.483, -0.532, 0.595], [-0.038, 0.115, 0.458], [1.502, -0.128, -0.011], [-0.665, 0.096, 0.268], [0.002, -0.132, -0.475], [-0.960, 0.187, -0.247], [-0.189, 0.013, 0.021], [0.066, -0.007, 0.279], [0.112, -0.022, -0.342], [-1.018, 0.191, -0.308], [-0.804, -0.943, 1.020], [0.925, 0.712, 0.163], [-0.035, -0.288, -0.595], [0.381, 0.236, -0.525], [0.458, -0.006, 0.232], [0.294, -0.018, 0.067], [0.085, 0.042, -0.045]],
  "mulliken_charge": [0.38, 1.05, 0.94, 0.80, 0.35, -0.59, -0.35, 0.28, -1.45, -0.96, -1.23, -1.27, -1.35, -1.23, -1.26, -1.18, -0.93, 0.27, 0.23, 0.51, 0.34, 0.36, 0.54, 0.12, 0.35, 0.48, 0.46, 0.18, 0.45, 0.41, 0.35, 0.45, 0.35, 0.44, 0.55, 0.22, 0.34, 0.43, 0.36, 0.42, 0.49, 0.40, 0.33, 0.51, 0.22, 0.14, 0.87, -0.34, -0.28, -0.29, -0.77, -0.55, 0.08, -0.14, 0.10, -0.11, 0.43, 0.43, 0.43, -0.39, 0.63, -0.39, -0.40, 0.24, 0.25, 0.21, 0.23],
  "charge": 3,
  "orbital_gap_ha": [0.1708, 0.2150],
  "e_homo_ev": [-15.80, -15.80],
  "fmax_ev_per_a": 1.6,
  "s_squared": 8.771,
  "spin_multiplicity": 6,
  "e_tot_ha": -5300.6474
}

---

Calculated ΔE to the lowest compared entry with this formula, charge and spin, 0.0; 0.0 kJ/mol (same order as the records).